(1)
ORCA calculation (ωB97M-V/def2-TZVPD) on a molecular structure, C34H55BrN3OP2W in a non-equilibrium geometry.

Geometry as XYZ:
```
97
Properties=species:S:1:pos:R:3:forces:R:3
C -2.57100 1.31917 -1.06856 0.8 -0.4 0.6
C -2.60434 -0.99946 -1.56255 -0.8 0.4 0.1
C -3.84454 1.43288 -1.58871 -0.2 1.1 0.0
C -3.71496 -0.79261 -2.42574 -0.1 -1.5 1.1
C -4.43715 0.36698 -2.25495 0.1 0.6 -1.0
H -4.31198 2.42888 -1.53279 0.0 -0.7 0.0
H -4.12278 -1.70088 -2.92063 0.2 0.9 0.3
H -5.40419 0.49825 -2.73287 0.1 -0.1 0.1
N -1.96333 0.10072 -0.99582 -0.7 0.1 -0.3
P -0.00370 2.39109 -0.51697 -0.5 0.4 -0.9
P -1.02165 -2.42760 0.13995 0.3 -0.6 0.3
C -1.83885 2.51362 -0.45154 -0.8 0.2 -0.5
H -2.15983 3.41715 -0.99611 0.1 -0.2 0.3
H -2.17706 2.63837 0.59187 0.2 -0.1 -0.3
C -2.42191 -2.29757 -0.98280 3.6 0.6 -3.9
H -2.47433 -3.15002 -1.65116 -1.0 0.0 -0.1
C 0.48754 -3.83456 -0.03935 -0.2 -0.1 -0.4
C -2.32428 -3.01476 1.32584 0.1 -0.2 0.9
C 0.44382 2.90717 -2.28492 0.1 0.1 0.0
C 0.65488 3.63371 0.74154 0.2 -0.1 0.4
C 1.86161 -3.21589 -0.33028 0.0 0.6 -0.1
H 2.22660 -2.60421 0.50293 0.0 -0.2 -0.1
H 2.60907 -4.02299 -0.48462 -0.6 0.4 0.1
H 1.84448 -2.58491 -1.22918 0.1 -0.3 0.2
C 0.65216 -4.66205 1.24173 -0.4 -0.1 0.3
H 0.94450 -4.02880 2.09278 -0.1 -0.2 -0.2
H -0.23792 -5.24074 1.51106 0.3 0.2 0.0
H 1.46082 -5.40172 1.09841 -0.2 0.4 -0.2
C 0.11905 -4.68852 -1.24692 -0.2 -0.2 -0.3
H 0.83452 -5.52087 -1.34986 -0.2 0.2 0.2
H -0.88993 -5.11511 -1.19665 0.2 0.0 0.0
H 0.20628 -4.10560 -2.17221 -0.1 -0.1 0.3
C -1.82380 -3.10401 2.75791 -0.3 -0.3 0.4
H -1.47624 -2.11967 3.10224 -0.1 -0.3 0.1
H -2.68913 -3.40655 3.36716 0.4 0.2 0.1
H -1.04023 -3.85658 2.90634 -0.3 0.3 0.0
C -3.47948 -1.98463 1.28933 -0.1 -0.1 0.0
H -3.10099 -1.00472 1.60186 -0.4 -0.1 0.0
H -3.94886 -1.88593 0.29054 0.1 -0.1 0.7
H -4.27946 -2.30410 1.96540 0.2 0.1 0.1
C -2.81992 -4.37645 0.77811 -0.1 -0.2 -0.1
H -3.20233 -4.28617 -0.25158 0.0 -0.2 0.6
H -2.05020 -5.16223 0.77866 -0.3 0.3 0.1
H -3.65487 -4.72487 1.40041 0.2 0.1 -0.1
C 2.17862 3.77858 0.56969 0.1 0.1 -0.1
H 2.55214 4.43664 1.37156 -0.1 -0.2 -0.3
H 2.68852 2.80742 0.66522 -0.1 0.3 0.0
H 2.46316 4.24051 -0.38499 -0.1 -0.2 0.3
C 0.39023 3.09656 2.15714 0.0 0.0 0.2
H -0.67559 2.93744 2.36163 0.2 0.0 0.0
H 0.94128 2.16971 2.35938 -0.1 0.1 0.0
H 0.74545 3.85035 2.87841 -0.1 -0.3 -0.2
C -0.04051 5.00655 0.63136 0.0 0.1 -0.2
H -1.13486 4.92244 0.68368 0.3 0.1 0.0
H 0.28910 5.61706 1.48624 -0.1 -0.2 -0.2
H 0.23631 5.55780 -0.27350 -0.2 -0.2 0.3
C -0.57977 2.27617 -3.24063 -0.1 -0.2 0.0
H -1.57732 2.72307 -3.14823 0.2 0.0 -0.1
H -0.25451 2.40455 -4.28407 0.0 0.1 0.3
H -0.66207 1.19847 -3.05540 -0.1 0.2 -0.1
C 1.83511 2.34292 -2.61590 0.2 0.1 0.0
H 1.82377 1.24728 -2.65891 0.1 0.5 -0.1
H 2.14910 2.73769 -3.59694 -0.1 -0.2 0.3
H 2.59254 2.66437 -1.88991 -0.1 -0.1 -0.2
C 0.47550 4.43136 -2.50206 0.0 0.1 -0.2
H -0.48053 4.92044 -2.26885 0.3 -0.1 0.0
H 1.29151 4.91572 -1.94768 -0.4 -0.1 -0.2
H 0.67497 4.60971 -3.57187 -0.1 -0.1 0.3
W 0.00810 -0.11644 -0.11834 1.0 -0.5 1.5
C -0.83545 0.22076 1.65198 -1.9 1.3 4.7
O -1.32398 0.43342 2.70244 1.7 -0.9 -3.9
N 0.60269 -0.64298 -2.04799 3.0 -2.2 -6.7
C 0.93210 -1.03173 -3.17960 -5.5 0.1 6.8
C 0.31083 -1.92629 -4.39248 2.1 0.5 -1.8
C -0.82582 -2.97336 -4.39569 -0.1 -0.1 1.4
C -0.20798 -0.75510 -5.25790 0.0 0.7 -0.1
C 1.64890 -2.63024 -4.77864 0.6 -0.3 -0.1
H -0.63348 -3.86444 -3.80491 0.2 0.1 0.1
H -1.78323 -2.57223 -4.07505 -0.1 0.2 0.1
H -0.98811 -3.36838 -5.41004 0.5 0.6 0.0
H 0.43627 0.13938 -5.16597 -0.2 -0.4 -0.3
H -0.35547 -0.97505 -6.32927 0.2 -0.3 0.5
H -1.19452 -0.47150 -4.84081 0.4 0.0 -0.3
H 1.70395 -3.14318 -5.76906 -0.5 0.4 0.8
H 2.47408 -1.88954 -4.74309 -0.3 -0.4 -0.2
H 1.86668 -3.38867 -3.97635 -0.1 0.6 -0.8
Br 5.83886 0.87439 0.06346 -0.9 -0.5 0.4
C 4.29366 0.17451 0.96635 0.2 0.6 -1.3
C 4.39871 -0.32985 2.25157 0.5 0.1 0.1
C 3.24953 -0.73664 2.89932 -1.3 -0.3 0.4
C 2.00773 -0.62715 2.26660 1.2 0.4 -0.7
N 1.91510 -0.17322 0.97813 0.3 -0.1 -0.5
C 3.05628 0.19917 0.30799 0.0 -0.5 1.4
H 5.38006 -0.38143 2.73481 -0.4 0.0 -0.1
H 3.26033 -1.13917 3.91664 0.2 0.2 -0.4
H 1.09326 -0.91287 2.75668 -0.1 0.0 0.1
H 2.95384 0.49242 -0.72789 0.0 0.1 0.0
```
Positions in Å, forces in eV/Å.

Computed properties:
Calculated total energy ... -4890.82645 Eh
Highest occupied orbital energy (spin up / spin down) ... -16.5 / -16.8 eV
E_LUMO (spin up / spin down) ... -10.64 / -10.76 eV
Charge ... +3
Multiplicity ... 3

=====

(2)
ORCA calculation (ωB97M-V/def2-TZVPD) on a molecular structure, C34H55ClN3OP2W in a non-equilibrium geometry.

Geometry as XYZ:
```
97
Properties=species:S:1:pos:R:3:forces:R:3
C 2.16105 -1.42791 -0.86470 -0.1 0.8 -0.6
C 1.35669 0.68927 -1.85268 0.6 -4.1 0.8
C 3.15167 -1.51208 -1.83016 0.2 1.3 -2.0
C 2.20024 0.39307 -2.93405 -0.6 2.9 -2.4
C 3.14319 -0.58201 -2.95669 0.4 -2.3 2.5
H 3.89857 -2.28543 -1.77637 0.1 -0.2 0.0
H 2.14336 1.13080 -3.80482 0.3 -1.0 1.2
H 3.90371 -0.67105 -3.72802 -0.3 0.0 0.0
N 1.28242 -0.40026 -0.87845 -0.3 2.7 0.3
P 0.29851 -2.56726 0.88414 0.7 -1.4 0.0
P -0.05704 2.29556 -0.11168 -0.9 0.5 0.1
C 2.04184 -2.45832 0.21133 -0.6 -0.8 0.0
H 2.33754 -3.44735 -0.17184 0.0 0.3 0.1
H 2.69737 -2.25085 1.05501 0.2 0.1 0.1
C -1.68432 -0.50950 1.99768 -3.1 0.4 2.3
O -2.52328 -0.67133 2.77932 1.5 0.0 -1.4
C 0.63677 1.86165 -1.70747 -3.1 -0.1 -3.0
H 0.24348 2.34965 -2.71217 1.4 -0.7 2.2
C -1.78113 3.23477 -0.11567 0.4 -0.2 -0.3
C 1.33996 3.51204 0.08845 0.0 0.1 0.3
C -0.63936 -3.66032 -0.35493 -0.4 0.2 0.0
C 0.46370 -3.44863 2.54359 0.0 0.0 0.1
C -2.89088 2.35284 0.47303 0.0 -0.1 0.1
H -2.71426 2.10785 1.52614 0.0 0.1 -0.1
H -3.83444 2.91825 0.41843 0.3 -0.1 0.0
H -3.03778 1.42214 -0.07697 0.0 0.1 0.1
C -1.72323 4.50133 0.74627 0.1 0.2 0.1
H -1.42208 4.27740 1.77956 -0.1 0.1 -0.3
H -1.06554 5.27718 0.33921 -0.2 -0.3 0.2
H -2.73525 4.93611 0.78932 0.3 -0.2 0.0
C -2.14254 3.56641 -1.55745 -0.2 0.4 -0.1
H -3.07845 4.15267 -1.55141 0.2 -0.3 -0.1
H -1.39308 4.19055 -2.05606 -0.1 -0.1 0.0
H -2.29315 2.64707 -2.13468 -0.1 0.3 0.1
C 1.34320 4.05730 1.51179 0.3 0.4 0.3
H 1.05066 3.28502 2.24015 0.2 0.3 -0.1
H 2.36774 4.37324 1.74078 -0.2 0.1 0.2
H 0.68199 4.92288 1.62600 0.2 -0.3 0.1
C 2.66667 2.77259 -0.15407 0.0 0.2 -0.1
H 2.80737 1.95286 0.55208 0.1 0.1 0.0
H 2.75029 2.37879 -1.16725 0.3 0.3 0.3
H 3.46776 3.50161 -0.02798 0.1 -0.1 0.2
C 1.19432 4.61049 -0.99039 0.2 0.3 0.1
H 0.89705 4.23196 -1.97797 0.2 0.1 0.4
H 0.49265 5.40348 -0.69871 0.3 -0.3 -0.1
H 2.18799 5.06187 -1.12300 -0.3 0.1 0.1
C -0.93571 -3.82793 3.05390 -0.1 0.0 0.1
H -0.81499 -4.27883 4.05159 -0.1 0.1 -0.3
H -1.58670 -2.94893 3.15815 0.1 -0.3 0.0
H -1.43979 -4.56763 2.42081 0.2 0.2 0.2
C 1.10942 -2.49647 3.56252 0.0 0.1 0.0
H 2.12550 -2.20571 3.27080 -0.1 -0.1 0.1
H 0.51689 -1.58907 3.72153 0.0 -0.2 0.0
H 1.17884 -3.02578 4.52332 0.0 0.2 -0.3
C 1.36384 -4.69803 2.44816 0.0 -0.1 0.0
H 2.30182 -4.50002 1.91480 -0.1 -0.1 0.2
H 1.62287 -4.99921 3.47412 0.0 0.1 -0.3
H 0.86331 -5.55086 1.98141 0.2 0.3 0.2
C -0.19323 -3.30243 -1.77886 0.0 0.2 -0.1
H 0.84138 -3.60313 -1.97760 -0.2 0.0 0.0
H -0.83696 -3.84086 -2.49311 0.2 0.1 0.2
H -0.28627 -2.22655 -1.98356 0.0 -0.4 0.0
C -2.14317 -3.34667 -0.20088 0.0 -0.1 0.0
H -2.38209 -2.34508 -0.56219 0.0 -0.3 0.1
H -2.70998 -4.06038 -0.81339 0.1 0.1 0.2
H -2.49122 -3.41699 0.83674 0.0 -0.1 -0.2
C -0.39907 -5.15801 -0.13876 0.1 -0.3 0.0
H 0.66869 -5.41708 -0.18477 -0.3 0.0 0.0
H -0.83336 -5.53383 0.79643 0.2 0.1 -0.4
H -0.89879 -5.70284 -0.95881 0.2 0.3 0.2
W -0.22163 -0.16103 0.75633 1.5 -0.4 -1.4
N -1.65836 -0.41758 -0.90503 0.4 3.7 -2.9
C -1.80969 0.16929 -1.94175 1.1 -3.3 2.3
C -2.19682 0.24168 -3.38697 0.8 1.3 -0.1
C -1.58553 1.31988 -4.30567 0.1 0.6 -0.5
C -1.78451 -1.10589 -3.95703 0.2 -0.8 0.5
C -3.69052 0.44556 -3.18423 -0.7 -0.3 0.5
H -1.75878 2.36279 -3.99432 -0.1 -0.5 0.0
H -0.50298 1.19638 -4.49078 -0.5 -0.2 0.2
H -2.07804 1.21375 -5.30481 0.3 0.0 0.8
H -2.13960 -1.88771 -3.26991 0.0 0.0 -0.5
H -2.21519 -1.24465 -4.95114 0.0 0.1 0.1
H -0.68425 -1.17539 -4.01949 -0.5 0.0 -0.1
H -4.12598 1.05159 -3.98009 -0.1 -0.4 0.0
H -4.10320 -0.56969 -3.08421 -0.5 0.6 -0.2
H -3.84897 0.96247 -2.22002 -0.4 -0.1 -0.6
Cl 4.66232 0.53197 3.42970 -0.4 0.1 0.0
C 2.95541 0.81167 3.48010 0.9 0.2 0.6
C 2.36998 1.39517 4.61904 -0.8 -0.5 -1.4
C 0.98535 1.60751 4.57332 0.5 0.1 0.3
C 0.25660 1.22706 3.46608 -0.1 -0.5 -0.3
N 0.84908 0.59888 2.40841 0.4 0.6 0.2
C 2.20884 0.45335 2.38179 -1.2 0.0 0.5
H 2.98089 1.66469 5.45709 0.1 0.1 0.3
H 0.46807 2.06694 5.40809 0.1 0.0 -0.1
H -0.83080 1.39902 3.40389 0.8 -0.2 0.1
H 2.66512 0.00819 1.50257 -0.1 0.1 0.1
```
Positions in Å, forces in eV/Å.

Computed properties:
Calculated total energy ... -2777.05163 Eh
Highest occupied orbital energy (spin up / spin down) ... -16.6 / -16.9 eV
E_LUMO (spin up / spin down) ... -10.77 / -10.78 eV
Charge ... +3
Multiplicity ... 3